No. 1
The molecule C16H22FN5S. Source: OMol25; level of theory: ωB97M-V/def2-TZVPD.

Last column: Löwdin charge in e.
Geometry (Å):
C1 0.755 2.703 0.636  -0.061
C2 0.570 1.185 0.636  -0.346
C3 1.505 0.611 1.706  -0.053
C4 0.856 0.569 -0.761  -0.209
C5 1.447 -0.790 -0.596  -0.313
N1 2.719 -1.094 -0.720  0.083
N2 2.823 -2.394 -0.475  -0.035
N3 1.695 -2.904 -0.217  0.045
N4 0.781 -1.930 -0.282  -0.052
C6 -0.614 -2.175 -0.029  -0.075
C7 -0.954 -1.949 1.423  -0.220
C8 -1.977 -1.083 1.782  -0.043
C9 -2.274 -0.860 3.115  0.001
C10 -1.528 -1.512 4.080  -0.274
F1 -1.807 -1.292 5.379  0.062
C11 -0.506 -2.385 3.749  0.006
C12 -0.226 -2.601 2.412  -0.036
N5 -0.334 0.412 -1.605  -0.149
C13 -0.048 -0.181 -2.905  -0.244
C14 0.609 0.746 -3.924  -0.448
S1 -0.502 2.125 -4.342  0.848
C15 -0.714 2.686 -2.623  -0.461
C16 -1.230 1.543 -1.749  -0.246
H1 0.105 3.208 -0.071  0.055
H2 0.537 3.096 1.627  0.083
H3 1.786 2.950 0.395  0.091
H4 -0.458 0.935 0.915  0.117
H5 1.362 1.152 2.638  0.085
H6 1.306 -0.439 1.906  0.062
H7 2.544 0.716 1.401  0.089
H8 1.641 1.178 -1.241  0.150
H9 -1.196 -1.508 -0.668  0.117
H10 -0.801 -3.218 -0.300  0.138
H11 -2.551 -0.584 1.016  0.117
H12 -3.066 -0.191 3.411  0.119
H13 0.053 -2.879 4.527  0.121
H14 0.569 -3.277 2.130  0.111
H15 0.599 -1.052 -2.768  0.117
H16 -1.002 -0.530 -3.316  0.122
H17 0.801 0.212 -4.852  0.076
H18 1.547 1.160 -3.550  0.076
H19 -1.434 3.502 -2.651  0.076
H20 0.250 3.062 -2.279  0.067
H21 -1.488 1.921 -0.759  0.106
H22 -2.149 1.156 -2.205  0.121

## Properties
* SMILES string: CC(C)[C@@H](c1nnnn1Cc1ccc(F)cc1)N1CCSCC1
* HOMO level: -8.571 eV
* E_LUMO: 0.6 eV



No. 2
A structure of composition C13H17FMoN2. Source: OMol25; level of theory: ωB97M-V/def2-TZVPD.

Last column: Löwdin spin population.
Geometry (Å):
C1 3.574 2.530 -3.313  0.000
C2 3.615 1.226 -4.100  0.000
H1 2.780 3.185 -3.674  0.000
H2 4.508 3.090 -3.391  0.000
H3 3.394 2.325 -2.258  0.000
H4 2.739 0.619 -3.872  0.000
H5 3.630 1.390 -5.180  0.000
H6 4.504 0.642 -3.856  0.000
C3 -1.113 2.186 1.865  0.013
C4 -2.229 2.688 2.540  0.000
C5 -3.305 1.822 2.808  0.009
C6 -3.241 0.522 2.330  0.003
H7 -0.278 2.820 1.562  0.002
H8 -2.261 3.734 2.856  0.000
H9 -4.162 2.135 3.400  0.000
H10 -4.018 -0.216 2.464  0.000
N1 -1.010 0.870 1.524  -0.002
C7 -2.088 0.046 1.700  0.005
C8 -1.894 -1.310 1.220  0.014
N2 -0.649 -1.496 0.663  0.028
C9 -0.415 -2.696 0.049  0.035
C10 -2.475 -3.659 0.855  0.025
C11 -1.256 -3.806 0.190  -0.002
H11 0.485 -2.699 -0.564  0.003
H12 -0.979 -4.771 -0.227  0.000
C12 -2.805 -2.383 1.304  0.000
H13 -3.753 -2.179 1.795  0.000
H14 -3.152 -4.496 1.017  0.001
Mo1 0.863 -0.086 1.028  1.805
C13 2.095 -0.632 -0.632  -0.026
H15 1.501 -0.917 -1.516  0.008
H16 2.696 -1.502 -0.284  0.004
H17 2.744 0.236 -0.846  -0.002
F1 1.955 0.784 2.542  0.076

## Properties
* total charge: +2
* 2S+1: 3
* HOMO level (spin up / spin down): -16.182 / -16.182 eV
* E_LUMO (spin up / spin down): -10.9 / -10.3 eV



No. 3
The molecule C2H3NOS. Source: OMol25; level of theory: ωB97M-V/def2-TZVPD.

Last column: Löwdin charge in e.
Geometry (Å):
C1 -2.726 0.107 0.201  -0.019
N1 -1.685 -0.465 -0.133  -0.005
O1 -0.542 0.506 -0.155  -0.165
C2 0.583 -0.232 -0.095  -0.765
S1 2.208 0.030 0.074  0.607
H1 -3.612 -0.514 0.302  0.085
H2 -2.754 1.303 0.049  0.152
H3 0.026 -1.308 0.006  0.110

## Properties
* SMILES string: C=NOC=S
* HOMO level: -8.767 eV
* E_LUMO: 0.4 eV



No. 4
A cluster of 2 separate species, C4H13N2O in total. Source: OMol25; level of theory: ωB97M-V/def2-TZVPD.

Last column: Löwdin charge in e.
Geometry (Å):
N1 -0.850 3.797 -1.073  0.031
C1 0.252 0.150 -0.268  0.175
C2 -0.510 -1.121 -0.304  -0.121
C3 0.374 -2.427 -0.384  -0.125
O1 -0.811 -3.313 -0.475  -0.064
C4 1.062 0.340 0.911  -0.181
N2 0.201 0.423 2.199  0.074
H1 -0.564 4.632 -0.585  0.018
H2 -0.327 2.955 -1.007  -0.044
H3 -1.383 4.011 -1.893  0.012
H4 0.594 0.441 -1.271  0.165
H5 -0.968 -1.351 0.651  0.127
H6 -1.293 -1.211 -1.046  0.142
H7 0.938 -2.579 -1.283  0.123
H8 1.013 -2.709 0.439  0.128
H9 -0.437 -4.157 -0.768  0.108
H10 1.736 1.184 0.782  0.129
H11 1.628 -0.600 1.145  0.163
H12 -0.670 0.161 1.724  0.049
H13 0.016 1.374 2.507  0.089

## Properties
* total charge: +1
* HOMO level: -12.732 eV
* E_LUMO: -7.8 eV



No. 5
A cluster of 2 separate species, CH4IO2PS in total. Source: OMol25; level of theory: ωB97M-V/def2-TZVPD.

Last column: Löwdin charge in e.
Geometry (Å):
C1 -1.477 0.140 -0.266  -0.190
O1 -0.564 -0.513 0.564  -0.506
P1 0.752 -1.400 0.204  0.667
O2 1.499 -0.712 -1.065  -0.829
S1 0.619 -1.954 -1.846  0.541
H1 -2.423 0.158 0.336  0.090
H2 -1.792 -0.521 -1.116  0.062
H3 -1.121 1.232 -0.580  0.131
I1 1.820 2.449 1.996  0.387
H4 2.687 1.121 1.774  -0.354

## Properties
* SMILES string: COp1os1.I
* HOMO level: -8.971 eV
* E_LUMO: 0.2 eV



No. 6
A structure of composition C2H3N6. Source: OMol25; level of theory: ωB97M-V/def2-TZVPD.

Last column: Löwdin charge in e.
Geometry (Å):
C1 -0.732 -0.421 0.959  -0.113
C2 -0.958 0.587 -0.194  -0.111
N1 0.657 -0.001 0.923  0.014
N2 -0.725 -1.417 -0.128  0.127
N3 0.482 0.951 -0.060  0.079
N4 -0.957 -0.619 -1.037  0.123
N5 1.573 -0.647 0.197  0.216
N6 1.448 0.244 -0.744  0.137
H1 -1.223 -0.605 1.911  0.162
H2 -1.655 1.408 -0.342  0.157
H3 2.091 0.520 -1.485  0.209

## Properties
* total charge: +1
* HOMO level: -15.532 eV
* E_LUMO: -6.2 eV



No. 7
The molecule C2H4NO2P. Source: OMol25; level of theory: ωB97M-V/def2-TZVPD.

Last column: Löwdin charge in e.
Geometry (Å):
O1 -2.569 0.561 0.148  -0.306
P1 -1.142 0.846 0.132  0.443
O2 -0.420 2.164 0.183  -0.355
C1 -0.026 -0.530 0.746  -0.207
N1 1.134 -0.184 -0.054  0.007
C2 -0.167 -0.491 -0.786  -0.139
H1 -0.059 -1.202 1.564  0.101
H2 1.978 -0.766 -0.303  0.190
H3 1.444 0.841 -0.075  0.170
H4 -0.173 -1.240 -1.555  0.096

## Properties
* SMILES string: O=[P@@]1([O-])[C@@H]2[NH2+][C@@H]21
* HOMO level: -9.517 eV
* E_LUMO: 0.0 eV



No. 8
A cluster of 8 separate species, C4H26N2O7S in total. Source: OMol25; level of theory: ωB97M-V/def2-TZVPD.

Last column: Löwdin charge in e.
Geometry (Å):
N1 -3.415 1.741 -1.632  -0.014
C1 -2.540 1.771 -0.444  -0.256
C2 -1.408 0.667 -0.202  -0.363
N2 -1.239 0.461 1.253  0.034
C3 -0.089 1.360 -0.573  -0.238
C4 0.027 1.611 -2.115  -0.606
S1 1.681 1.982 -2.718  0.695
H1 -4.261 1.205 -1.393  0.067
H2 -2.865 1.413 -2.472  0.078
H3 -2.002 2.751 -0.356  0.101
H4 -3.199 1.849 0.435  0.104
H5 -1.815 -0.227 -0.748  0.117
H6 -0.905 1.130 1.781  -0.031
H7 -2.038 -0.023 1.866  0.142
H8 0.898 1.025 -0.304  0.060
H9 -0.308 2.368 -0.094  0.119
H10 -0.674 2.164 -2.704  0.052
H11 -0.283 0.661 -2.614  0.058
H12 1.649 3.306 -2.322  -0.111
O1 0.748 -1.498 -0.741  -0.051
H13 1.347 -0.885 -1.191  0.069
H14 0.507 -1.360 0.153  -0.004
O2 1.915 -3.671 0.424  -0.049
H15 1.038 -3.640 0.245  -0.056
H16 2.324 -3.430 -0.502  0.135
O3 -0.622 -3.334 1.666  -0.003
H17 -0.485 -4.064 2.179  -0.005
H18 -1.189 -2.669 2.098  0.063
O4 -1.608 -1.486 -2.435  -0.070
H19 -1.823 -2.147 -3.065  0.020
H20 -0.898 -1.974 -1.940  0.043
O5 2.104 -1.193 1.403  -0.094
H21 2.307 -1.257 2.347  0.061
H22 2.155 -2.091 0.990  0.003
O6 1.272 1.974 3.027  -0.080
H23 1.232 1.017 2.728  0.036
H24 2.189 1.851 3.271  0.011
O7 3.683 1.147 1.694  -0.053
H25 3.746 0.187 1.726  0.017
H26 2.845 1.309 1.280  -0.001

## Properties
* SMILES string: NC[C@H](N)CCS.O.O.O.O.O.O.O
* HOMO level: -8.428 eV
* E_LUMO: 0.1 eV



No. 9
A structure of composition C19H33AsBCrN6S4Si. Source: OMol25; level of theory: ωB97M-V/def2-TZVPD.

Last column: Löwdin spin population.
Geometry (Å):
Cr1 -0.368 -1.085 -0.583  3.066
C1 -0.627 1.860 -2.940  0.001
C2 0.173 1.977 -1.686  0.005
C3 0.865 3.118 -1.242  0.001
C4 1.516 2.722 -0.094  0.004
C5 2.412 3.508 0.807  0.001
N1 1.215 1.429 0.124  0.003
N2 0.377 0.971 -0.852  -0.001
B1 1.996 0.426 1.015  0.002
N3 1.058 -0.234 2.037  0.002
N4 0.034 -1.014 1.599  -0.004
C6 -0.615 -1.440 2.678  0.005
C7 -1.849 -2.280 2.630  0.001
C8 0.023 -0.952 3.833  0.001
C9 1.073 -0.184 3.379  0.003
C10 2.093 0.589 4.151  0.001
N5 2.625 -0.642 0.110  0.000
N6 1.840 -1.405 -0.705  0.006
C11 2.652 -2.169 -1.423  0.005
C12 2.165 -3.167 -2.414  0.002
C13 3.989 -1.897 -1.067  0.001
C14 3.924 -0.925 -0.094  0.003
C15 5.033 -0.256 0.653  0.001
H1 -0.806 2.857 -3.346  0.000
H2 -0.093 1.264 -3.681  0.000
H3 -1.577 1.359 -2.776  0.000
H4 0.870 4.095 -1.699  0.000
H5 2.377 4.560 0.519  0.000
H6 2.102 3.428 1.849  0.000
H7 3.448 3.171 0.751  0.000
H8 2.863 1.018 1.604  0.000
H9 -2.105 -2.552 1.610  0.001
H10 -1.698 -3.198 3.203  0.000
H11 -2.685 -1.734 3.074  0.000
H12 -0.260 -1.133 4.858  0.000
H13 1.877 0.504 5.216  0.000
H14 3.104 0.217 3.975  0.000
H15 2.088 1.647 3.883  0.000
H16 1.419 -2.740 -3.083  0.001
H17 3.005 -3.549 -2.998  0.000
H18 1.661 -3.998 -1.922  0.001
H19 4.876 -2.362 -1.468  0.000
H20 5.982 -0.704 0.358  0.000
H21 5.082 0.815 0.443  0.000
H22 4.921 -0.369 1.733  0.000
S1 -0.789 -4.816 -3.748  0.008
As1 -1.672 -3.399 -2.424  0.013
S2 -0.931 -1.347 -2.867  -0.030
S3 -0.725 -3.440 -0.421  -0.037
S4 -3.795 -3.459 -2.281  0.009
C16 -5.050 0.715 0.380  -0.006
Si1 -3.490 0.801 -0.689  -0.009
C17 -2.928 2.600 -0.466  0.001
C18 -4.069 0.531 -2.442  0.002
C19 -2.323 -0.452 -0.058  -0.064
H23 -5.798 1.445 0.050  -0.001
H24 -4.802 0.926 1.427  0.000
H25 -5.496 -0.283 0.336  0.000
H26 -3.807 3.232 -0.295  0.000
H27 -2.392 2.998 -1.330  0.000
H28 -2.266 2.697 0.402  0.000
H29 -5.009 1.062 -2.634  0.000
H30 -4.219 -0.543 -2.599  0.000
H31 -3.334 0.845 -3.186  0.000
H32 -2.882 -1.390 -0.199  0.004
H33 -2.278 -0.270 1.025  -0.001

## Properties
* total charge: -2
* 2S+1: 4
* HOMO level (spin up / spin down): -1.054 / -1.090 eV
* E_LUMO (spin up / spin down): 3.9 / 3.9 eV



No. 10
The molecule C5H11F. Source: OMol25; level of theory: ωB97M-V/def2-TZVPD.

Last column: Löwdin charge in e.
Geometry (Å):
C1 1.898 -1.179 0.173  -0.068
C2 0.399 -0.881 0.007  -0.182
C3 -0.289 0.457 0.237  -0.565
C4 -1.667 0.320 0.869  -0.011
C5 -0.384 1.206 -1.079  -0.073
F1 0.499 1.439 0.954  -0.060
H1 2.029 -2.208 0.272  0.050
H2 2.189 -0.870 1.135  0.053
H3 2.587 -0.665 -0.495  0.081
H4 -0.160 -1.558 0.563  0.074
H5 0.097 -1.068 -1.085  0.137
H6 -1.970 -0.635 0.463  0.075
H7 -1.605 0.282 1.965  0.101
H8 -2.245 1.100 0.308  0.096
H9 -1.140 0.703 -1.749  0.101
H10 0.618 1.348 -1.564  0.104
H11 -0.857 2.208 -0.973  0.087

## Properties
* SMILES string: CCC(C)(C)F
* HOMO level: -11.143 eV
* E_LUMO: 1.0 eV



No. 11
A cluster of 2 separate species, C5H5N3 in total. Source: OMol25; level of theory: ωB97M-V/def2-TZVPD.

Last column: Löwdin charge in e.
Geometry (Å):
C1 -1.188 0.631 -0.628  -0.483
C2 0.195 -0.498 1.145  -0.229
C3 1.572 -1.217 0.835  -0.140
C4 2.679 -1.648 0.754  0.070
C5 -1.144 1.266 -1.919  -0.161
H1 -2.968 1.417 -0.399  0.104
H2 1.144 0.459 -0.591  0.303
H3 0.256 0.350 1.948  0.151
H4 -0.606 -1.292 1.251  0.133
H5 3.651 -2.150 0.477  0.064
N1 -2.225 0.830 0.193  0.113
N2 -0.092 -0.057 -0.169  -0.088
N3 -1.273 1.908 -2.897  0.161

## Properties
* HOMO level: -9.828 eV
* E_LUMO: -0.2 eV



No. 12
A structure of composition C5H9LiO4Tb. Source: OMol25; level of theory: ωB97M-V/def2-TZVPD.

Last column: Löwdin spin population.
Geometry (Å):
O1 0.637 -2.644 0.620  0.097
C1 1.733 -2.113 0.215  0.047
C2 1.883 -0.814 -0.264  0.387
O2 0.620 -0.199 -0.470  0.093
C3 0.322 1.045 0.116  0.009
C4 -1.155 1.294 -0.088  -0.001
O3 -1.856 0.181 0.445  0.002
C5 -3.261 0.313 0.391  0.000
Li1 -0.765 -1.459 0.191  0.002
H1 2.644 -2.746 0.209  -0.003
H2 0.880 1.871 -0.357  0.001
H3 0.541 1.017 1.198  0.001
H4 -1.386 1.397 -1.162  0.000
H5 -1.455 2.219 0.428  0.000
H6 -3.696 -0.582 0.849  0.000
H7 -3.582 1.205 0.952  0.000
H8 -3.606 0.394 -0.651  0.000
Tb1 4.160 0.114 0.621  5.404
O4 4.259 -0.029 -1.472  -0.035
H9 3.084 -0.466 -1.771  -0.003

## Properties
* total charge: +1
* 2S+1: 7
* HOMO level (spin up / spin down): -11.283 / -10.902 eV
* E_LUMO (spin up / spin down): -4.7 / -5.7 eV